No. 1
9
Properties=species:S:1:pos:R:3:forces:R:3:nbo_charge:R:1 method="wB97M-V/def2-TZVPD" total_energy_ev=-10214.541 molar_mass_da=98.061 orbital_gap_ev=10.42 de_lowest_kj_mol=352.02 max_force_ev_per_a=5.03 homo_energy_ev=-10.51 multiplicity=1
O 1.508 -0.745 -0.592 3.27 -0.10 2.62 -0.320
O -2.262 0.580 0.964 0.20 0.12 1.19 -0.456
N 0.884 -0.505 0.741 4.10 -1.77 -2.16 -0.078
N -0.407 0.102 -1.008 0.62 2.10 -2.92 -0.468
C 0.784 -0.156 -1.478 -0.72 -3.74 -3.29 0.387
C -0.147 0.002 0.282 -4.10 1.04 1.94 0.156
C -1.117 0.444 1.272 0.64 1.56 2.58 0.438
H 1.207 -0.499 -2.586 -1.54 1.77 2.83 0.236
H -0.451 0.777 2.405 -2.46 -0.98 -2.78 0.105

---

No. 2
9
Properties=species:S:1:pos:R:3:forces:R:3:nbo_charge:R:1 method="wB97M-V/def2-TZVPD" total_energy_ev=-10213.888 molar_mass_da=98.061 orbital_gap_ev="8.71 / 8.71" de_lowest_kj_mol=414.99 max_force_ev_per_a=1.28 homo_energy_ev="-9.69 / -9.69" multiplicity=1
O -2.631 -1.232 -0.064 0.50 0.26 0.21 -0.481
O -0.871 0.110 -0.406 0.01 0.08 0.01 -0.498
N 1.085 1.284 -0.540 -0.22 0.00 0.12 -0.498
N 2.566 -0.683 0.393 -0.68 0.69 -0.25 -0.317
C -1.656 -0.732 0.385 -0.52 -0.29 -0.10 0.649
C 0.217 0.595 0.202 -0.16 0.12 -0.15 0.386
C 1.702 0.092 0.208 1.01 -0.76 0.23 0.232
H -1.253 -0.844 1.402 -0.01 0.02 -0.12 0.143
H 0.922 1.318 -1.560 0.08 -0.13 0.04 0.384

---

No. 3
9
Properties=species:S:1:pos:R:3:forces:R:3:nbo_charge:R:1 method="wB97M-V/def2-TZVPD" total_energy_ev=-10216.455 molar_mass_da=98.061 smiles="[H]/N=C(/C#N)OC=O" orbital_gap_ev=11.50 de_lowest_kj_mol=167.31 max_force_ev_per_a=1.63 homo_energy_ev=-11.55 multiplicity=1
O -0.838 -0.120 -0.282 -0.21 0.38 -0.34 -0.532
O -0.942 -1.923 1.094 -0.05 0.74 -0.18 -0.470
N 0.429 1.229 -1.807 -0.22 -0.46 0.70 -0.592
N 1.641 -0.434 1.108 0.96 0.94 -0.93 -0.257
C 0.277 0.531 -0.771 -0.16 -0.07 -0.04 0.467
C -0.786 -0.753 1.007 -0.60 -0.60 -0.11 0.647
C 1.334 0.165 0.163 0.33 -0.75 1.10 0.208
H -0.410 1.367 -2.372 -0.01 -0.18 0.31 0.374
H -0.703 -0.060 1.861 -0.03 0.00 -0.50 0.155

---

No. 4
9
Properties=species:S:1:pos:R:3:forces:R:3:nbo_charge:R:1 method="wB97M-V/def2-TZVPD" total_energy_ev=-10214.398 molar_mass_da=98.061 smiles="O=CC(=O)N1C=N1" orbital_gap_ev=9.34 de_lowest_kj_mol=365.83 max_force_ev_per_a=0.84 homo_energy_ev=-10.14 multiplicity=1
O -0.252 -1.594 -0.489 -0.09 0.58 0.27 -0.474
O -2.546 0.080 -0.840 0.52 0.14 0.64 -0.440
N 1.986 -0.626 0.728 0.03 0.42 -0.37 -0.125
N 0.624 0.265 0.643 -0.30 0.01 0.12 -0.410
C 1.846 0.308 -0.063 0.23 -0.45 0.23 0.203
C -0.392 -0.505 -0.004 0.20 -0.51 -0.30 0.544
C -1.732 0.239 0.034 -0.59 -0.05 -0.46 0.333
H -1.883 0.928 0.890 0.00 -0.11 -0.17 0.138
H 2.303 0.886 -0.853 0.00 -0.04 0.05 0.230